The following is a quantum chemistry calculation of C24H28BaNPS3 as an isolated structure, from the OMol25 dataset.

Last column: Löwdin charge in e.
Atoms and positions in Å:
Ba (0.91356, -0.48224, -0.05319)  1.454
C (-2.12494, -2.80364, 1.38196)  -0.507
C (-2.33503, -1.74203, 2.45409)  -0.485
S (-0.97320, -0.54158, 2.62659)  0.761
C (-1.84455, 1.05388, 2.61360)  -0.509
C (-2.70139, 1.34930, 1.39090)  -0.488
S (-1.81058, 1.26326, -0.19266)  0.762
C (-2.88251, 0.21679, -1.21703)  -0.502
C (-3.22754, -1.16645, -0.68689)  -0.476
S (-1.80016, -2.23503, -0.31683)  0.759
H (-1.26793, -3.43577, 1.62183)  0.082
H (-2.99310, -3.46252, 1.35400)  0.097
H (-3.24909, -1.17819, 2.28166)  0.070
H (-2.45276, -2.24474, 3.41366)  0.094
H (-2.45639, 1.11705, 3.51387)  0.098
H (-1.05544, 1.79940, 2.72812)  0.079
H (-3.55273, 0.67489, 1.32759)  0.070
H (-3.10531, 2.35707, 1.48616)  0.093
H (-3.80511, 0.76652, -1.40673)  0.103
H (-2.35616, 0.15383, -2.17127)  0.039
H (-3.83810, -1.11806, 0.21317)  0.072
H (-3.82471, -1.67861, -1.44126)  0.094
N (1.75682, 2.28058, -0.09642)  -0.073
C (2.13741, 3.08876, -1.26430)  -0.316
C (2.64101, 4.36334, -1.03803)  -0.026
C (3.00645, 5.17105, -2.10046)  -0.040
C (2.86216, 4.70813, -3.40267)  -0.041
C (2.36198, 3.43843, -3.62374)  -0.060
C (1.99370, 2.60849, -2.56066)  -0.325
P (1.40943, 0.91484, -2.90724)  0.951
C (-0.24112, 1.12021, -3.65971)  -0.410
C (-0.97131, 2.30136, -3.55523)  -0.095
C (-2.25007, 2.38333, -4.09699)  -0.060
C (-2.80416, 1.29049, -4.74811)  -0.064
C (-2.08294, 0.10501, -4.85154)  -0.069
C (-0.81357, 0.01782, -4.30148)  -0.123
C (2.44738, 0.34598, -4.28219)  -0.396
C (2.14426, 0.59339, -5.61960)  -0.095
C (3.01043, 0.17139, -6.61692)  -0.050
C (4.18307, -0.49550, -6.28740)  -0.051
C (4.49437, -0.74541, -4.95820)  -0.062
C (3.62534, -0.32951, -3.96128)  -0.107
H (0.93203, 2.72032, 0.31060)  0.067
H (2.48156, 2.41402, 0.60638)  0.087
H (2.74936, 4.72790, -0.02303)  0.122
H (3.40402, 6.15900, -1.91131)  0.121
H (3.14794, 5.33199, -4.23842)  0.121
H (2.27044, 3.07240, -4.63841)  0.109
H (-0.53826, 3.16972, -3.07401)  0.108
H (-2.80322, 3.31082, -4.02742)  0.117
H (-3.79097, 1.36293, -5.18628)  0.117
H (-2.50406, -0.74427, -5.37394)  0.117
H (-0.24598, -0.90119, -4.40884)  0.115
H (1.23257, 1.11217, -5.88904)  0.111
H (2.77016, 0.36563, -7.65371)  0.117
H (4.85550, -0.82369, -7.06880)  0.117
H (5.40766, -1.26501, -4.70169)  0.114
H (3.87412, -0.52130, -2.92251)  0.091

Cartesian forces (eV/Å) of the 3 atoms listed first:
Ba 0.0 0.1 0.0
C 0.0 0.1 -0.1
C 0.1 0.0 0.0

As for the frontier orbital gap: 7.84 eV. The molar mass comes out at 595.00 g mol⁻¹. The charge is +2. The total energy comes out at -69309.8829 eV. The largest force on an atom comes out at 0.005 hartree/bohr. The LUMO energy is -0.2150 Eh.